[1]
Below is a 2-piece molecular cluster, C3Cl2O overall, with properties calculated with ωB97M-V/def2-TZVPD.

Results
LUMO: 0.703 eV
E_tot: -30200.2829 eV
Energy relative to the best compared isomer or geometry (same formula, charge and spin): 0.00 kcal/mol
Orbital gap: 0.3920 Eh

The geometry in ORCA input format:
```
! RIJCOSX wB97M-V def2-TZVPD def2/J DEFGRID3
* xyz 0 1
C 0.797 0.749 -0.768
C 0.692 1.175 0.330
C -1.506 -1.325 0.680
O -1.385 -2.276 0.049
Cl 0.651 1.962 1.772
Cl 0.751 -0.285 -2.063
*
```

***

[2]
Below is C29H27AsCl2N7NaO4 as an isolated structure, with properties calculated with ωB97M-V/def2-TZVPD.

Results
LUMO: 3.963 eV
E_tot: -139435.0406 eV
Energy relative to the best compared isomer or geometry (same formula, charge and spin): 4.81 kcal/mol
Orbital gap: 0.2510 Eh

The geometry in ORCA input format:
```
! RIJCOSX wB97M-V def2-TZVPD def2/J DEFGRID3
* xyz -2 1
Na -0.329 1.277 0.971
O 3.346 -1.043 2.127
C 2.284 -0.393 1.962
N 1.866 0.240 0.887
C 2.840 0.175 -0.189
C 2.378 0.988 -1.368
C 2.842 2.284 -1.573
C 2.381 3.017 -2.653
C 1.468 2.431 -3.513
C 1.048 1.142 -3.227
N 1.486 0.428 -2.194
C 1.302 -0.378 3.120
C 1.237 -1.495 3.951
C 0.290 -1.528 4.957
C -0.543 -0.431 5.131
C -0.386 0.649 4.278
N 0.507 0.678 3.289
H 3.013 -0.859 -0.521
H 3.815 0.552 0.149
H 3.537 2.714 -0.863
H 2.701 4.041 -2.803
H 1.053 2.965 -4.358
H 0.307 0.660 -3.862
H 1.916 -2.315 3.762
H 0.189 -2.403 5.589
H -1.318 -0.415 5.886
H -1.036 1.513 4.359
O -3.871 0.542 3.350
C -2.944 0.425 2.528
O -2.333 1.312 1.895
C -2.485 -1.029 2.267
C -3.256 -2.088 2.822
C -2.844 -3.371 2.655
C -1.637 -3.626 1.955
C -1.107 -4.924 1.772
C 0.082 -5.101 1.122
C 0.790 -3.987 0.619
C 0.292 -2.722 0.768
C -0.936 -2.513 1.443
N -1.385 -1.231 1.592
H -4.147 -1.816 3.367
H -3.409 -4.204 3.060
H -1.657 -5.773 2.166
H 0.489 -6.098 0.993
H 1.736 -4.127 0.113
H 0.822 -1.848 0.405
Cl -4.278 -0.812 -3.366
C -3.293 0.536 -2.705
Cl -3.295 0.582 -0.955
H -3.696 1.457 -3.103
H -2.277 0.385 -3.048
C -0.029 -4.681 -3.417
As 0.858 -2.996 -2.905
C -0.786 -2.047 -2.437
C 1.063 -2.289 -4.731
H -0.887 -4.503 -4.068
H -0.369 -5.172 -2.502
H 0.681 -5.339 -3.922
H -1.442 -1.977 -3.307
H -0.521 -1.059 -2.066
H -1.305 -2.587 -1.646
H 0.100 -2.220 -5.241
H 1.724 -2.945 -5.299
H 1.516 -1.301 -4.673
O -0.129 3.259 -0.431
N -0.923 3.047 -1.367
C -1.058 4.039 -2.269
C -1.909 3.785 -3.374
N -2.592 3.580 -4.284
C -0.295 5.239 -2.219
N 0.338 6.204 -2.205
*
```

***

[3]
Below is a 2-piece molecular cluster, C3H4NO2 overall, with properties calculated with ωB97M-V/def2-TZVPD.

Results
LUMO: 4.093 eV
E_tot: -8759.4688 eV
Energy relative to the best compared isomer or geometry (same formula, charge and spin): 67.86 kcal/mol
Orbital gap: 0.2331 Eh

The geometry in ORCA input format:
```
! RIJCOSX wB97M-V def2-TZVPD def2/J DEFGRID3
* xyz -1 1
C -0.364 2.054 -0.770
C -0.400 -0.772 0.763
C 0.708 -1.075 -0.195
N -0.499 -0.438 -0.654
O -0.544 2.438 0.314
O -0.065 2.243 -1.885
H -0.874 -1.778 1.158
H -0.277 0.030 1.460
H 1.571 -0.578 0.172
H 0.744 -2.124 -0.363
*
```

***

[4]
Below is one molecule with the formula C3H4BrN, with properties calculated with ωB97M-V/def2-TZVPD.

Results
SMILES: C=NC(=C)Br
LUMO: -0.021 eV
E_tot: -74706.3368 eV
Energy relative to the best compared isomer or geometry (same formula, charge and spin): 34.36 kcal/mol
Orbital gap: 0.3406 Eh

The geometry in ORCA input format:
```
! RIJCOSX wB97M-V def2-TZVPD def2/J DEFGRID3
* xyz 0 1
C 0.607 1.683 0.150
N 0.653 0.489 0.533
C -0.292 -0.398 0.135
C -0.025 -1.673 -0.225
Br -2.298 -0.143 0.630
H 1.526 2.262 0.363
H -0.309 2.056 -0.343
H -0.818 -2.258 -0.699
H 0.957 -2.017 -0.544
*
```

***

[5]
Below is a 2-piece molecular cluster, CH6O overall, with properties calculated with ωB97M-V/def2-TZVPD.

Results
SMILES: C.O
LUMO: 1.010 eV
E_tot: -3181.6492 eV
Energy relative to the best compared isomer or geometry (same formula, charge and spin): 0.59 kcal/mol
Orbital gap: 0.4627 Eh

The geometry in ORCA input format:
```
! RIJCOSX wB97M-V def2-TZVPD def2/J DEFGRID3
* xyz 0 1
C -0.833 -0.544 2.854
H -0.574 0.089 3.716
H -1.529 -0.002 2.197
H 0.080 -0.793 2.294
H -1.310 -1.469 3.209
O 1.520 1.245 -4.928
H 1.182 0.436 -5.376
H 1.465 1.038 -3.968
*
```

***

[6]
Below is one molecule with the formula C5H8N2, with properties calculated with ωB97M-V/def2-TZVPD.

Results
LUMO: -0.152 eV
E_tot: -8291.0661 eV
Energy relative to the best compared isomer or geometry (same formula, charge and spin): 90.63 kcal/mol
Orbital gap: 0.2953 Eh

The geometry in ORCA input format:
```
! RIJCOSX wB97M-V def2-TZVPD def2/J DEFGRID3
* xyz 0 1
C -1.812 -0.377 -0.730
N -0.729 0.193 0.062
C 0.529 -0.419 0.571
C 1.169 0.623 1.422
C 1.506 -0.748 -0.571
C 0.286 1.693 1.216
N -0.805 1.409 0.460
H -1.620 -0.309 -1.807
H -2.733 0.170 -0.516
H -1.966 -1.428 -0.477
H 0.280 -1.325 1.135
H 2.106 0.130 -0.825
H 0.971 -1.073 -1.461
H 2.177 -1.556 -0.272
H 0.347 2.709 1.589
*
```